[1]
Entry from the OMol25 dataset: C5H12FO2Sr as an isolated structure in a non-equilibrium geometry (the ωB97M-V functional and the def2-TZVPD basis).

Calculated values
LUMO energy (alpha / beta): -0.1531 / -0.1131 hartree
energy: -478.1964 Eh
net charge: +1
Kohn-Sham gap (alpha / beta): 4.54 / 5.59 eV
spin multiplicity: 1

Each line ends with the Mulliken charge.
Positions of all 21 atoms, in Å:
F 2.9252 0.7286 -0.1023  -0.2687
C -0.2646 0.4893 1.2762  -1.3611
O 0.3811 -0.0795 0.1192  0.1611
C 1.4461 -1.0371 0.3561  -0.2707
C 2.6332 -0.6002 -0.4514  -0.4434
H -0.5920 1.7312 0.7501  -0.0276
H -0.3313 -0.2224 2.1106  0.3733
H 0.4977 1.1105 1.7594  0.6170
H 1.0875 -2.0226 0.0337  0.3024
H 1.6914 -1.0641 1.4242  0.3466
H 2.4472 -0.6362 -1.5316  0.3166
H 3.5062 -1.2088 -0.1885  0.3178
C -2.6430 0.7388 -1.2337  -0.6552
O -1.6020 -0.2309 -1.2312  -0.3359
C -1.2227 -0.7753 -0.0517  -0.4312
H -3.4803 0.3221 -1.8043  0.2626
H -2.9802 0.9706 -0.2132  0.3404
H -2.2898 1.6660 -1.7053  0.2274
H -0.9215 -1.8195 -0.1913  0.3033
H -2.0490 -0.8352 0.6741  0.4371
Sr 1.7608 2.7748 0.2009  0.7883

Force components x, y, z for each atom (eV/Å):
0.5 0.2 0.0
2.2 2.9 0.4
2.2 -0.6 0.6
-0.1 0.4 0.2
0.1 -1.2 -0.3
-1.1 -1.4 0.3
-1.2 -0.4 -0.1
1.1 0.0 0.6
0.2 0.1 0.0
-0.1 0.0 -0.1
0.1 0.2 0.3
-0.1 0.2 -0.2
-0.6 0.4 0.2
0.8 -0.4 0.7
-4.5 -1.6 -2.5
0.2 0.2 0.1
0.1 -0.1 -0.2
0.0 -0.4 0.1
0.8 0.3 -0.1
0.3 0.6 0.2
-0.5 0.5 -0.1


[2]
Entry from the OMol25 dataset: C48H48BrClI2N5O8Tl as an isolated structure in a non-equilibrium geometry (the ωB97M-V functional and the def2-TZVPD basis).

Calculated values
LUMO energy: 0.1125 hartree
energy: -6535.6971 Eh
net charge: -2
Kohn-Sham gap: 5.20 eV
spin multiplicity: 1

Each line ends with the Mulliken charge.
Positions of all 114 atoms, in Å:
Tl 0.6121 -1.8004 0.2664  1.0328
Br -2.9921 -1.6634 -7.0505  -0.2907
C -1.7810 -1.8369 -5.6193  -0.1261
C -0.3979 -1.9399 -5.8061  -0.2620
C 0.4720 -1.9135 -4.7218  -0.7799
C -0.0650 -1.8183 -3.3723  0.1704
O 0.7116 -1.6848 -2.3422  -0.6687
C -1.4876 -2.0847 -3.2444  -0.1684
C -2.0426 -2.6583 -2.0410  -0.3185
N -1.7192 -3.8457 -1.6582  -0.1439
C -2.4127 -4.6641 -0.8265  0.1469
C -3.6769 -4.4406 -0.2790  -0.1066
C -4.2245 -5.3058 0.6992  -1.1669
C -3.4519 -6.3131 1.1718  -0.4039
C -2.1695 -6.6424 0.7561  0.7787
C -1.3308 -7.5923 1.3330  -0.5585
C -0.0252 -7.7222 0.8430  -0.4630
C 0.3057 -6.9367 -0.2792  -0.3893
N -0.4740 -6.0323 -0.8175  -0.5221
C -1.6532 -5.8416 -0.3086  0.4923
C -2.3167 -1.9083 -4.3274  -0.3838
H -0.0649 -1.8668 -6.8283  0.3566
H 1.5024 -2.0083 -4.8623  0.6033
H -2.7362 -2.0095 -1.4757  0.3841
H -4.2669 -3.6609 -0.7244  0.5005
H -5.1205 -5.0687 1.2307  0.4146
H -3.9248 -6.9262 1.9135  0.3045
H -1.7633 -8.2610 2.0954  0.3516
H 0.6317 -8.5158 1.2649  0.3239
H 1.3214 -7.0348 -0.6565  0.3800
H -3.3553 -1.8022 -4.2413  0.5491
C 2.5077 1.4149 5.0132  -1.5231
C 1.2499 1.0872 4.2290  0.5738
O 1.1691 0.0484 3.5135  -0.4160
C 0.0782 1.9153 4.3987  0.4254
C -0.4452 2.4287 5.5757  -0.2732
C -1.6578 3.1598 5.6117  -0.7149
C -2.4164 3.2747 4.4676  -0.1972
C -1.9371 2.8385 3.2715  -0.6537
C -0.6129 2.2898 3.1109  0.2395
O -0.0197 2.2847 1.9937  -0.6643
H 3.3461 1.0038 4.4116  0.3638
H 2.6233 0.9692 6.0499  0.3084
H 2.6809 2.5207 5.1715  0.3431
H 0.0033 2.2558 6.5440  0.3435
H -1.9766 3.4889 6.5787  0.3317
H -3.4356 3.6756 4.4903  0.2846
H -2.4866 2.9381 2.3392  0.2988
I 0.6549 -3.7019 3.9057  0.1626
C 2.7457 -4.0198 4.4219  -0.8625
I 3.9530 -4.8148 2.8723  0.0082
H 2.7352 -4.7980 5.2151  0.3476
H 3.2061 -3.0893 4.7221  0.3193
O -0.7365 0.3633 0.2097  -0.1680
H -0.4303 1.1191 0.8079  0.2135
H -1.5660 0.0628 0.6439  0.4218
C 4.5401 1.0690 -4.9045  -1.6921
C 3.5174 2.0745 -4.4605  1.9595
C 3.1731 3.0635 -5.6450  -1.8720
C 2.2424 1.2617 -4.1042  -2.0326
C 4.1688 2.8274 -3.1939  2.1025
O 5.3488 3.5225 -3.7994  -0.6972
C 3.1677 3.9714 -2.6689  -1.9827
C 1.9307 3.6118 -1.7807  0.7645
C 0.9344 4.7356 -1.7144  -0.3795
C 1.0116 5.9604 -2.4962  -0.5684
C -0.0192 6.8896 -2.4624  -0.7487
C -1.1189 6.8260 -1.5827  0.2227
Cl -2.1603 8.1738 -1.3949  -0.2480
C -1.1538 5.6882 -0.7558  -0.9903
C -0.1699 4.6925 -0.8855  -0.1400
C 4.7464 1.9389 -2.0711  -2.1951
N 3.8609 1.2563 -1.1500  0.8993
C 3.3349 0.0521 -1.0571  0.0491
N 2.4716 -0.0731 -0.0380  -0.3205
C 2.6177 1.1328 0.5907  -0.5890
N 3.4113 1.9890 -0.0195  -1.0441
H 4.2256 0.4393 -5.7575  0.4149
H 4.7985 0.3694 -4.0596  0.2701
H 5.5482 1.5479 -5.1631  0.3187
H 3.0173 2.5278 -6.6141  0.4216
H 3.9638 3.7904 -5.8463  0.3713
H 2.2418 3.6260 -5.3386  0.3524
H 1.9630 0.8245 -5.0486  0.8366
H 1.3601 1.9341 -3.9430  0.2878
H 2.3743 0.4364 -3.3397  -0.1810
H 5.8751 3.9597 -3.0922  0.5024
H 2.8652 4.4687 -3.5885  0.3787
H 3.7885 4.6427 -2.0813  0.5862
H 2.2410 3.4016 -0.7933  0.4722
H 1.3683 2.7057 -2.0623  0.2079
H 1.9027 6.2033 -3.0306  0.4065
H 0.0307 7.7888 -3.0780  0.3237
H -1.9324 5.4698 -0.1039  0.5954
H -0.2469 3.9122 -0.0995  0.5985
H 5.3005 2.6295 -1.4091  0.3504
H 5.4497 1.2473 -2.5328  0.6719
H 3.5246 -0.7119 -1.8255  0.5307
H 2.0546 1.3232 1.4842  0.4785
O -5.2479 0.8561 4.5886  -0.8796
C -4.9074 -0.3844 4.7412  0.4361
C -5.3338 -1.2177 5.8024  -0.6148
C -5.1615 -2.5862 5.8104  -0.3848
C -4.5555 -3.2301 4.6937  -0.6278
C -4.1411 -2.4852 3.6017  -0.1017
C -4.2849 -1.0757 3.5865  -0.0243
C -3.6754 -0.2569 2.5011  0.5936
O -4.3573 0.9059 2.3523  -0.5800
O -2.8249 -0.6527 1.7157  -0.8467
H -4.8596 1.0765 3.2637  0.4660
H -5.8811 -0.7143 6.5970  0.3256
H -5.5960 -3.1550 6.6433  0.3054
H -4.3339 -4.3015 4.7131  0.3526
H -3.7460 -2.8956 2.6461  0.3378

Force components x, y, z for each atom (eV/Å):
-0.5 -0.2 -0.2
-0.1 0.1 -0.5
0.5 -0.1 1.3
-0.6 0.8 0.1
-2.7 0.3 0.7
1.0 -1.4 0.3
-0.6 0.1 -0.9
1.8 0.7 -0.7
-0.4 -0.6 2.0
-0.2 1.0 -2.4
-0.3 -0.9 2.8
0.5 -0.4 -1.1
1.4 0.6 -0.4
-1.7 -0.9 1.1
0.5 1.3 -1.3
0.7 -0.9 -0.2
-1.4 -0.7 0.5
0.8 -0.4 0.8
2.3 -0.5 -0.8
-2.0 1.5 0.4
1.3 0.1 -1.2
0.4 -0.3 -0.2
1.5 0.1 -0.1
-0.3 -0.4 0.0
-0.2 0.5 0.2
-0.7 0.1 -0.2
0.1 -0.3 0.6
0.5 0.4 -0.2
-0.3 0.9 -0.5
-0.1 0.1 -0.3
-1.5 -0.3 0.4
1.5 0.4 0.5
-0.9 -2.6 -0.1
1.2 2.3 1.3
-1.3 1.0 -2.3
-0.9 0.8 0.0
1.6 -1.1 0.6
-0.9 0.2 -0.3
1.0 -0.4 -1.2
0.0 0.6 2.0
0.2 -0.5 -0.5
-0.3 0.3 0.4
-0.6 0.2 -1.2
-0.4 -1.1 -0.4
0.4 -0.2 0.0
-0.4 0.2 0.3
0.4 0.0 0.1
-0.1 0.0 0.2
0.8 0.0 0.2
-0.9 -0.9 0.4
0.0 0.0 -0.2
0.1 0.9 -0.5
-0.2 0.1 0.1
0.2 0.4 0.4
-0.3 -0.6 -0.3
0.1 0.2 0.0
2.5 -0.9 -0.2
0.2 0.2 0.6
-0.6 0.0 0.8
-0.3 0.7 0.0
-1.3 1.5 -1.0
-0.6 -0.3 1.4
0.5 -1.7 0.0
-0.2 0.4 -1.3
-0.4 2.6 -1.4
-0.8 -1.7 1.3
-0.4 1.0 0.2
1.9 -2.1 0.3
-0.5 0.2 -0.1
1.2 0.6 -2.1
-0.4 -0.5 1.7
0.5 0.5 0.1
-0.7 1.4 2.1
-1.2 -1.5 -1.0
2.2 0.8 -0.9
0.0 -0.1 -0.7
0.6 -1.2 -0.3
0.0 0.4 0.4
-0.5 0.4 -1.0
-1.4 -0.5 0.1
-0.2 0.1 1.0
0.0 -0.1 0.3
0.9 -0.6 -0.7
-0.1 -0.8 -0.3
0.8 -0.7 0.5
-0.4 1.2 -0.9
-0.7 -0.4 -0.5
0.0 0.2 0.2
0.1 0.3 0.0
0.4 0.1 0.9
0.4 0.3 -0.2
0.3 0.0 -0.6
0.3 -0.2 0.1
-1.3 0.1 1.3
0.0 0.1 -0.8
0.0 -0.3 -0.3
0.0 -0.1 0.3
-0.2 0.3 0.6
-0.2 0.5 0.3
0.1 -0.4 1.1
-0.4 -0.4 -2.9
-0.2 0.4 0.5
0.2 -0.1 -0.9
0.0 -0.5 0.6
0.1 1.6 -0.7
0.7 -0.6 1.9
-2.4 0.6 -0.5
1.6 -0.8 -0.5
-0.1 0.2 0.3
0.2 -0.2 0.1
0.1 -0.1 0.0
0.4 0.1 -0.3
-0.4 0.3 0.0
0.0 -0.1 1.0


[3]
Entry from the OMol25 dataset: C27H65Li2N3O5 as an isolated structure in a non-equilibrium geometry (the ωB97M-V functional and the def2-TZVPD basis).

Calculated values
LUMO energy: 0.0118 hartree
energy: -1623.3888 Eh
net charge: 0
Kohn-Sham gap: 8.74 eV
spin multiplicity: 1

Each line ends with the Mulliken charge.
Positions of all 102 atoms, in Å:
Li 14.2184 0.3662 -17.4118  0.0555
Li 15.9450 1.4485 -19.0550  0.6499
O 16.0630 -0.1487 -17.9564  -0.5047
H 16.9052 -0.5767 -17.8785  -0.2454
O 14.1338 1.8788 -18.5934  1.1637
H 13.6834 2.7010 -18.4665  -1.2093
C 11.4037 5.2775 -15.8880  -1.6746
C 12.9042 5.3752 -16.1863  0.1548
N 13.3394 6.7582 -16.4188  -0.0221
C 14.7668 6.7297 -16.7431  -0.4438
C 15.6438 6.1709 -15.6259  -1.1089
C 12.5745 7.4362 -17.4541  0.0792
C 13.0233 8.8882 -17.6415  -1.5293
H 11.1976 4.2438 -15.6010  0.4408
H 10.7827 5.5353 -16.7404  0.4233
H 11.1889 5.8822 -15.0070  0.3293
H 13.4297 4.9846 -15.3167  0.0972
H 13.1599 4.7626 -17.0672  0.2392
H 14.9386 6.1663 -17.6723  0.4400
H 15.1432 7.7433 -16.8832  0.3841
H 15.6425 5.0773 -15.6371  -0.1564
H 16.6887 6.4184 -15.8391  0.4637
H 15.4504 6.5444 -14.6225  0.4135
H 11.5217 7.4301 -17.1794  0.4270
H 12.6641 6.9160 -18.4236  -0.0106
H 13.0133 9.4060 -16.6810  0.3484
H 12.2965 9.4291 -18.2497  0.4526
H 14.0039 8.9293 -18.1051  0.3619
C 18.4194 0.2917 -20.4641  -1.0832
C 18.5499 1.7482 -20.0159  -0.5861
N 17.3102 2.5324 -20.1899  0.9055
C 17.1416 2.8244 -21.6305  -1.1405
C 15.6987 3.1697 -21.9761  -0.8151
C 17.4660 3.8269 -19.5276  -0.9797
C 17.2799 3.7683 -18.0080  -0.5607
H 19.4171 -0.1556 -20.4498  0.4271
H 18.0093 0.1957 -21.4695  0.2745
H 17.8303 -0.3358 -19.7977  0.0366
H 18.8728 1.7095 -18.9743  0.3619
H 19.3794 2.1919 -20.5805  0.3673
H 17.8484 3.5709 -22.0099  0.3424
H 17.3773 1.9278 -22.2117  0.4257
H 15.0145 2.5746 -21.3634  -0.1093
H 15.4832 4.2193 -21.7788  0.4462
H 15.4404 2.8377 -22.9825  0.4951
H 16.7439 4.5611 -19.8982  0.3906
H 18.4125 4.3283 -19.7864  0.4487
H 16.2258 3.6578 -17.7477  -0.3251
H 17.6307 4.7001 -17.5639  0.3404
H 17.8347 2.9360 -17.5732  0.4128
C 12.2366 2.0499 -15.2627  -0.5354
C 13.2010 1.0632 -14.6293  -1.0717
N 14.4185 0.8787 -15.4166  1.4003
C 15.1923 -0.2205 -14.8363  -0.8050
C 14.6950 -1.6197 -15.1992  -1.1844
C 15.2563 2.0885 -15.4891  0.0897
C 15.6520 2.7266 -14.1512  -1.7165
H 11.9338 1.7330 -16.2612  0.1646
H 12.6757 3.0473 -15.3170  -0.5074
H 11.3646 2.1406 -14.6098  0.6227
H 13.4271 1.4243 -13.6140  0.4288
H 12.7197 0.0937 -14.5026  0.4067
H 16.2476 -0.1980 -15.1106  0.3751
H 15.2087 -0.1337 -13.7368  0.4326
H 15.3639 -2.3373 -14.7167  0.4322
H 13.6797 -1.8567 -14.8728  0.3404
H 14.7140 -1.8389 -16.2673  0.0989
H 14.7320 2.8278 -16.1006  -0.4451
H 16.1416 1.8484 -16.0769  0.3248
H 16.1298 2.0117 -13.4855  0.3902
H 14.7822 3.1991 -13.6903  0.2841
H 16.3345 3.5525 -14.3610  0.5697
C 11.9356 3.6206 -22.4683  -1.0282
C 11.1793 3.3947 -21.1671  0.7255
O 10.2244 2.6590 -21.1070  -0.5974
C 11.6318 4.1899 -19.9671  -0.5151
H 11.2988 4.2412 -23.0990  0.4090
H 12.1269 2.6848 -22.9891  0.2866
H 12.8814 4.1064 -22.2338  0.1388
H 11.3423 5.2443 -19.9993  0.5760
H 12.7173 4.1836 -19.8636  -0.1260
H 11.1864 3.7821 -19.0591  0.1482
C 10.5906 -2.1148 -17.8954  -1.5352
C 11.4303 -0.8823 -18.1844  0.4908
O 12.5466 -0.8163 -17.7223  -0.3374
C 10.8779 0.2180 -19.0566  -0.6758
H 11.0745 -2.6547 -17.0877  0.3385
H 10.6274 -2.7412 -18.7935  0.3472
H 9.5410 -1.8701 -17.7510  0.4123
H 10.8744 -0.0927 -20.1000  0.4224
H 11.4687 1.1131 -18.8776  -0.2277
H 9.8431 0.4105 -18.7640  0.5063
C 14.4413 -0.1762 -21.4250  0.2941
C 14.2493 -1.6762 -21.2948  0.2251
O 13.8543 -2.3285 -22.2366  -0.6345
C 14.5119 -2.3159 -19.9695  -0.5374
H 15.4785 0.0769 -21.1869  -0.2177
H 13.7843 0.4112 -20.7779  -0.1707
H 14.2581 0.1500 -22.4496  0.4858
H 13.6342 -2.8692 -19.6351  0.2292
H 14.7574 -1.5548 -19.2213  -0.0087
H 15.3637 -2.9965 -19.9338  0.3865

Force components x, y, z for each atom (eV/Å):
0.4 0.1 -0.5
-0.8 -0.4 0.5
-0.6 1.0 -0.5
0.3 -0.4 0.2
0.7 -0.6 -0.2
-0.3 0.5 0.1
0.6 -0.5 0.3
-0.9 0.7 -0.2
0.5 -0.4 0.2
0.1 0.6 0.8
0.7 -0.8 -0.5
0.2 0.3 -0.1
-0.6 -0.2 0.2
-0.2 0.2 -0.2
-0.1 0.1 0.1
-0.2 0.3 -0.2
0.2 0.0 -0.1
0.0 -0.2 0.0
0.1 -0.1 -0.1
-0.4 0.0 -0.3
-0.2 0.1 0.3
-0.1 0.1 -0.1
-0.4 0.1 -0.1
0.0 0.0 0.0
0.0 -0.1 -0.1
0.3 -0.1 0.1
0.1 -0.1 -0.3
0.0 0.3 0.0
0.3 -0.2 0.0
0.2 -0.8 -0.1
0.9 0.5 -0.5
-0.6 -1.1 -0.6
-0.3 -0.3 0.4
-0.2 1.0 0.8
0.1 0.0 -0.3
0.0 0.1 -0.2
0.1 -0.1 0.0
-0.3 0.3 0.1
-0.3 0.4 0.1
-0.1 0.3 0.0
0.0 0.2 0.4
0.1 0.0 0.3
0.1 0.1 0.3
-0.2 0.0 -0.4
0.2 0.6 -0.2
-0.3 -0.4 -0.2
0.3 -0.5 0.0
0.0 -0.1 -0.1
0.1 0.0 0.1
0.0 0.1 0.1
0.1 -0.1 0.3
-0.1 0.3 0.0
0.6 -0.2 0.2
0.1 -0.8 0.5
-0.1 -0.3 0.0
-0.2 0.4 -0.1
-0.2 0.2 -0.6
0.0 0.1 0.0
0.1 -0.3 -0.1
-0.1 -0.1 -0.2
0.1 -0.1 0.0
0.0 0.0 -0.1
-0.1 0.4 -0.5
-0.2 0.0 0.0
-0.1 0.0 0.0
0.0 0.2 0.2
0.2 0.3 -0.1
-0.1 0.0 0.1
0.0 -0.3 0.1
0.0 0.1 0.2
0.0 -0.2 0.3
0.2 -0.2 0.1
0.0 -0.1 0.6
-0.1 0.2 -0.2
0.0 -0.2 0.0
0.1 0.0 0.6
0.2 0.1 -0.1
-0.1 -0.1 0.1
0.0 0.2 -0.4
-0.1 0.0 -0.4
0.1 -0.1 -0.1
0.0 -0.1 -0.1
0.4 0.3 -0.7
-0.4 -0.2 -0.2
0.5 0.1 0.4
-0.2 -0.2 0.8
-0.3 -0.1 0.2
0.0 0.0 0.0
0.0 0.0 0.3
0.1 0.1 -0.1
0.2 0.0 -0.4
0.0 0.0 -0.2
0.1 0.1 -0.4
-0.3 0.0 -0.5
0.0 0.0 -0.1
0.2 0.5 1.1
0.0 0.0 0.2
0.1 -0.2 0.4
0.0 -0.3 -0.1
0.0 -0.1 -0.2
-0.1 -0.1 0.0
0.0 -0.1 -0.5